# 1
75
Properties=species:S:1:pos:R:3:forces:R:3 method="wB97M-V/def2-TZVPD" e_lumo_ev=-3.031 largest_force_ev_per_a=0.331 homo_energy_ev=-10.4797 gap_ha=0.2737 charge=+1 relative_energy_kj_mol=0.00
In -0.6575 -1.3280 0.6735 0.21 -0.23 0.11
Br 0.1394 -5.8858 2.9814 0.01 -0.02 0.00
C 1.3147 -4.9280 1.8675 -0.05 0.02 0.00
C 2.5911 -5.4526 1.5981 0.02 0.03 -0.03
C 3.4649 -4.7845 0.7896 -0.02 -0.06 0.04
Br 5.1745 -5.5203 0.4702 -0.01 0.01 0.00
C 3.0892 -3.5542 0.1970 0.07 0.04 -0.08
C 3.9135 -2.7821 -0.6513 -0.04 0.03 0.00
C 3.4593 -1.5963 -1.1645 0.04 -0.08 -0.01
C 2.1625 -1.1712 -0.8565 0.03 0.02 0.02
N 1.3630 -1.8813 -0.0877 0.02 -0.05 0.05
C 1.8001 -3.0527 0.4694 -0.04 0.08 -0.07
C 0.8864 -3.7264 1.3422 -0.04 0.04 -0.01
O -0.2908 -3.2000 1.5902 -0.03 -0.07 0.01
H 2.8746 -6.3936 2.0482 0.00 0.00 -0.01
H 4.9090 -3.1377 -0.8804 0.00 0.01 0.00
H 4.0808 -0.9833 -1.8018 0.01 -0.01 0.01
H 1.7875 -0.2167 -1.2060 0.00 -0.13 -0.01
C -3.6095 -3.5574 1.2418 0.08 -0.02 0.09
As -2.6205 -2.8328 -0.2422 -0.06 0.10 -0.03
C -1.8187 -4.3680 -1.0939 -0.01 0.04 -0.02
C -3.9735 -2.2453 -1.4897 -0.02 -0.03 -0.07
H -4.3044 -4.3115 0.8769 0.00 0.00 -0.01
H -4.1562 -2.7624 1.7443 -0.01 0.00 0.00
H -2.8938 -4.0040 1.9303 -0.01 0.00 0.01
H -2.5986 -5.0799 -1.3586 -0.01 -0.01 0.00
H -1.1179 -4.8230 -0.3971 0.00 0.00 0.01
H -1.2950 -4.0500 -1.9940 0.02 -0.02 -0.01
H -4.6998 -3.0461 -1.6220 0.00 -0.01 0.01
H -3.5118 -2.0217 -2.4490 -0.04 0.02 -0.01
H -4.4803 -1.3587 -1.1168 0.01 0.03 0.04
C -2.2391 1.4486 -2.2189 0.06 0.04 0.03
C -0.8398 0.8570 -2.1260 -0.11 -0.10 -0.09
C -0.7720 -0.4725 -2.8619 0.08 0.02 -0.11
C 0.1973 1.8283 -2.6652 -0.01 -0.02 0.00
O -0.5763 0.5490 -0.7153 0.05 0.19 0.17
Si -0.0196 1.6158 0.4958 -0.09 0.08 -0.03
S -0.4217 0.4658 2.2332 -0.07 0.15 -0.12
O -0.7504 3.0498 0.4162 0.00 -0.16 -0.03
C -1.8490 3.7313 1.0841 0.04 0.08 -0.01
C -3.0662 2.8263 1.2019 0.00 -0.04 -0.01
C -1.3682 4.1739 2.4568 0.02 -0.01 0.01
C -2.1591 4.9323 0.2053 0.01 0.00 -0.01
O 1.5482 1.7506 0.1055 -0.13 0.02 0.13
C 2.6988 2.2985 0.7972 0.06 0.03 -0.05
C 3.2298 1.2458 1.7579 -0.01 -0.03 0.03
C 3.7131 2.5913 -0.2968 0.01 -0.01 -0.01
C 2.3167 3.5729 1.5341 -0.04 -0.04 -0.02
H -2.5433 1.5463 -3.2618 0.03 -0.01 0.01
H -2.2618 2.4371 -1.7617 -0.02 -0.02 0.01
H -2.9561 0.8074 -1.7042 -0.04 -0.02 -0.01
H -1.0562 -0.3299 -3.9050 -0.01 -0.02 0.01
H -1.4658 -1.1906 -2.4214 -0.01 0.01 0.00
H 0.2331 -0.8997 -2.8487 -0.05 0.05 0.06
H -0.0408 2.0469 -3.7073 0.04 0.00 0.00
H 1.2020 1.4072 -2.6167 -0.02 0.04 -0.02
H 0.1865 2.7672 -2.1101 -0.01 -0.01 -0.01
H -2.8575 1.9621 1.8322 0.01 0.00 0.01
H -3.3954 2.4835 0.2206 0.01 0.00 -0.01
H -3.8856 3.3872 1.6534 0.00 -0.01 0.00
H -1.0966 3.3110 3.0677 0.00 0.00 0.01
H -2.1599 4.7191 2.9724 0.01 -0.01 0.00
H -0.5036 4.8316 2.3645 0.00 -0.01 0.00
H -2.4839 4.6078 -0.7848 0.00 0.02 0.01
H -1.2728 5.5570 0.0924 -0.01 0.00 0.00
H -2.9543 5.5315 0.6503 0.01 -0.01 -0.01
H 3.4442 0.3174 1.2242 0.02 0.02 0.01
H 2.5075 1.0313 2.5459 0.00 0.00 -0.01
H 4.1523 1.5961 2.2228 0.00 0.00 0.00
H 3.9677 1.6731 -0.8329 -0.02 0.05 0.02
H 4.6275 3.0006 0.1333 0.00 0.00 -0.01
H 3.3081 3.3141 -1.0061 0.01 -0.01 -0.01
H 1.6135 3.3617 2.3433 0.00 -0.01 0.01
H 1.8586 4.2912 0.8533 0.02 0.00 -0.01
H 3.2083 4.0227 1.9718 -0.02 0.01 0.02

=====

# 2
124
Properties=species:S:1:pos:R:3:forces:R:3 method="wB97M-V/def2-TZVPD" e_lumo_ev=-0.369 largest_force_ev_per_a=2.811 homo_energy_ev=-10.2930 gap_ha=0.3647 relative_energy_kj_mol=0.00
N -6.0683 -0.5273 -3.1525 -0.59 -1.32 1.41
H -5.3833 -1.2380 -3.4639 0.31 0.48 -0.51
H -6.8685 -0.5234 -3.7835 0.12 0.21 -0.13
H -5.7073 0.3997 -2.9463 0.37 0.07 -0.38
H -6.3609 -0.9512 -2.2617 -0.12 0.22 -0.09
N 1.9450 -4.7006 1.4491 0.75 -0.58 0.97
H 2.1873 -5.0379 2.3837 -0.43 0.35 0.08
H 2.6350 -5.1940 0.8776 -0.45 0.38 -0.55
H 2.0932 -3.6808 1.3853 0.00 -0.07 -0.33
H 0.9833 -4.9034 1.1860 0.30 -0.15 -0.10
O 2.1927 0.9552 1.2080 -0.20 -0.33 -0.28
C 1.2636 0.3595 0.7164 -0.01 0.44 0.38
O 0.1474 0.9040 0.2802 0.24 -0.03 -0.05
B -0.7813 -0.1663 -0.1569 -0.52 0.04 0.32
O -0.0692 -1.4286 0.1131 -0.22 0.06 0.12
C 1.1106 -1.1716 0.5912 -0.10 1.17 -0.28
O 1.9850 -1.9203 0.9069 0.61 -0.99 0.52
O -1.1644 0.0273 -1.5548 0.77 -0.50 -0.27
C -2.4105 0.4026 -1.6329 0.08 1.19 0.17
O -2.9394 0.8714 -2.5991 -0.66 -0.43 -0.79
C -3.0068 0.3622 -0.2275 -0.52 -0.69 0.39
O -2.0605 -0.0536 0.5876 0.83 0.02 0.12
O -4.1363 0.5961 0.0797 -0.31 0.16 -0.25
O -5.0420 -3.0352 -2.2927 0.45 0.29 0.22
C -3.8547 -3.1298 -2.5216 -0.83 -0.71 0.00
O -2.9569 -3.8191 -1.8667 -0.08 0.52 -0.20
B -1.6478 -3.7511 -2.6039 0.42 -0.27 0.29
O -1.9221 -2.7503 -3.6803 -0.13 -0.19 -0.26
C -3.2199 -2.5168 -3.7747 1.48 -0.59 0.77
O -3.7982 -1.9535 -4.6597 -0.37 0.56 -0.12
O -1.2918 -5.0667 -3.1300 -0.84 0.03 -0.52
C -0.2427 -5.5747 -2.5049 -0.41 1.74 0.11
O 0.2490 -6.6267 -2.6519 0.64 -1.80 -0.23
C 0.2761 -4.4631 -1.5819 -0.10 -0.10 -0.34
O -0.5134 -3.4184 -1.7006 -0.60 0.26 -0.27
O 1.2600 -4.5607 -0.9040 -0.01 0.32 -0.06
C 5.0456 -0.6972 1.7057 0.98 0.12 0.52
C 5.1583 -1.0905 0.2195 -0.92 1.15 0.88
O 5.9184 -2.2745 0.1828 0.79 -0.38 -0.02
S 5.8240 -3.1007 1.5455 -1.24 0.06 -1.26
O 7.0410 -3.7463 1.8227 0.71 0.47 0.39
O 4.6616 -3.9216 1.4553 -0.44 0.27 0.30
O 5.5326 -1.8369 2.4656 -0.05 -0.66 0.26
H 4.0595 -0.3911 2.0409 -0.17 -0.33 -0.20
H 5.7681 0.0711 1.9774 -0.14 0.24 -0.21
H 5.6774 -0.2651 -0.2581 0.17 -0.37 -0.51
H 4.1528 -1.1999 -0.1807 0.13 -0.36 -0.31
C 2.4660 2.1584 4.2730 -0.29 0.47 -0.14
C 3.7763 2.6938 4.8939 0.31 0.02 -0.07
O 3.7672 4.0916 4.5970 0.16 1.12 0.11
S 3.1477 4.2976 3.1393 0.10 -1.22 0.91
O 4.0987 3.7802 2.2153 -0.33 -0.49 -0.24
O 2.6328 5.5920 2.9168 -0.42 0.02 0.49
O 1.9429 3.2597 3.4878 0.47 0.46 -1.04
H 1.7174 2.0020 5.0461 0.03 -0.15 -0.02
H 2.5432 1.2906 3.6218 0.26 -0.03 0.09
H 4.7117 2.2988 4.4911 -0.31 -0.34 -0.12
H 3.7842 2.5938 5.9765 -0.03 0.08 -0.04
C -0.7513 0.7455 3.8928 -0.26 0.58 0.49
C -2.2654 0.4258 3.7240 1.08 1.14 -0.56
O -2.2187 -0.9378 3.3169 -1.19 -1.31 0.77
S -1.1843 -1.6897 4.2579 1.39 1.74 -1.71
O -0.6364 -2.8280 3.6236 -0.36 -0.49 -0.11
O -1.5701 -1.7067 5.6158 -0.30 0.09 0.37
O -0.0786 -0.5079 3.9724 0.08 -0.60 0.73
H -0.5573 1.3176 4.8027 -0.07 -0.01 -0.01
H -0.3625 1.3032 3.0397 0.09 -0.22 -0.08
H -2.6283 1.0270 2.8984 -0.35 -0.37 -0.13
H -2.8465 0.6658 4.6111 -0.08 -0.64 0.12
C -1.5443 3.5954 1.3550 -0.43 2.37 0.01
C -1.1634 4.4103 2.5809 -0.96 -0.45 0.01
O -2.4158 5.0004 3.0242 -0.84 -0.26 -0.15
S -3.6637 4.0611 2.6168 1.58 -0.02 -1.13
O -4.4880 4.7674 1.7176 -0.57 0.54 0.00
O -4.2031 3.3582 3.7174 0.05 -0.09 0.49
O -2.7883 3.0240 1.7454 -0.11 -1.22 0.49
H -0.7391 2.9495 1.0262 -0.52 -0.69 0.04
H -1.8118 4.3260 0.5806 0.43 -0.29 -0.29
H -0.5187 5.2393 2.3140 0.46 -0.18 0.51
H -0.9194 3.7249 3.3938 0.97 0.36 -0.02
C 0.2667 0.8199 -4.5360 -0.52 1.20 0.44
C -0.1077 -0.6018 -4.8348 -0.47 0.63 -0.45
O 0.5602 -1.3261 -3.8044 0.31 0.04 0.67
S 1.9659 -0.6343 -3.4790 -1.02 0.68 -1.40
O 2.9387 -1.3204 -4.2316 0.94 -0.22 0.09
O 2.1221 -0.3763 -2.0933 -0.06 -0.27 0.53
O 1.6667 0.7802 -4.2142 0.23 -0.69 0.18
H -0.2587 1.2279 -3.6679 -0.10 -0.40 0.13
H 0.0665 1.5577 -5.3118 0.46 -0.32 -0.40
H 0.2195 -0.9140 -5.8286 0.23 -0.16 0.13
H -1.1840 -0.7286 -4.7680 0.06 -0.30 0.28
C 2.1091 4.1552 -0.5618 0.40 -1.28 0.29
C 2.2273 3.5489 -1.9582 -0.37 1.91 0.50
O 1.4120 4.5119 -2.6811 -0.58 0.15 -0.37
S 0.0656 4.7800 -1.8596 0.85 -0.70 -0.16
O -0.8771 3.7637 -2.1774 -0.11 -0.30 0.34
O -0.3174 6.1316 -1.9903 0.17 0.39 0.18
O 0.7219 4.4736 -0.4041 -0.69 0.25 -0.66
H 2.6943 5.0630 -0.4322 0.11 -0.06 -0.09
H 2.3780 3.3841 0.1610 -0.10 0.29 0.33
H 1.7812 2.5655 -2.0568 0.33 -0.27 -0.01
H 3.2351 3.7127 -2.3199 0.05 -0.62 -0.28
C -4.5885 1.0442 -5.9542 0.21 -0.63 0.50
C -4.9350 1.7247 -7.2721 -0.14 -0.81 0.34
O -6.3229 1.3807 -7.4631 -0.77 -0.22 0.18
S -7.1257 1.2206 -6.0930 0.87 1.56 -0.62
O -7.8891 0.0289 -6.0393 0.20 -0.53 -0.06
O -7.7437 2.4593 -5.7965 -0.26 0.04 0.26
O -5.8191 1.0899 -5.1935 -0.11 -0.16 0.17
H -3.8579 1.4992 -5.2929 0.15 0.50 -0.32
H -4.2692 0.0074 -6.0633 -0.32 -0.10 -0.17
H -4.5076 1.2089 -8.1256 0.70 0.53 0.03
H -4.7485 2.7938 -7.1926 -0.34 0.06 -0.47
C 2.6501 -2.7754 4.4341 0.19 0.17 -1.03
C 3.9915 -2.7201 5.1933 -2.07 0.48 -0.30
O 4.5858 -3.9758 4.9800 0.72 -0.74 -0.06
S 3.5663 -5.1421 4.6086 -0.17 0.20 -0.43
O 3.2609 -5.9482 5.7213 -0.12 0.10 0.86
O 3.9433 -5.8145 3.4119 0.12 0.37 0.02
O 2.3428 -4.1700 4.2592 -0.08 -0.09 0.53
H 2.7221 -2.3473 3.4315 0.07 0.01 0.01
H 1.8447 -2.2644 4.9512 -0.10 -0.27 0.18
H 3.6727 -2.5345 6.2197 0.97 -0.24 0.33
H 4.5872 -1.9318 4.7502 0.43 -0.10 0.32

=====

# 3
80
Properties=species:S:1:pos:R:3:forces:R:3 method="wB97M-V/def2-TZVPD" e_lumo_ev=-2.529 largest_force_ev_per_a=0.099 homo_energy_ev=-10.0109 gap_ha=0.2749 charge=+1 relative_energy_kj_mol=0.00
Pd 0.0872 -1.0216 -0.4115 0.03 -0.01 -0.06
C 1.9732 -0.2708 4.7104 -0.01 0.00 -0.01
C 0.5605 0.2701 4.4965 0.00 -0.04 0.04
C 0.1646 1.0914 5.7201 -0.01 0.00 0.01
C -0.4630 -0.8489 4.2997 0.01 0.01 0.00
N 0.5422 1.1562 3.2922 0.02 0.02 -0.06
C 0.1244 2.4778 3.2910 0.00 0.01 0.04
C 0.1943 2.9187 2.0222 0.01 0.00 -0.03
N 0.6562 1.8846 1.2356 -0.01 -0.01 0.04
B 0.8305 2.0670 -0.2880 0.00 0.02 0.00
N 2.2141 1.5108 -0.8137 0.06 -0.01 -0.02
C 3.2473 2.4268 -0.6666 -0.03 -0.02 0.01
C 4.3900 1.8532 -1.0579 0.03 -0.01 0.00
N 4.0935 0.5607 -1.4561 -0.04 0.06 0.00
C 2.7605 0.3609 -1.2902 0.00 0.01 0.03
S 1.9570 -1.1160 -1.7136 -0.03 0.00 0.00
C 5.2292 -0.3166 -1.9151 0.03 -0.04 -0.02
C 5.9147 0.4002 -3.0813 0.00 0.01 0.01
C 4.8154 -1.7026 -2.3934 0.02 -0.01 0.00
C 6.1772 -0.4761 -0.7250 0.00 0.00 0.00
N -0.4787 1.7580 -1.0983 -0.03 -0.02 -0.05
C -0.6730 2.4577 -2.2711 0.03 -0.01 0.03
C -1.9527 2.3078 -2.6417 -0.03 0.01 -0.03
N -2.5728 1.5027 -1.6984 0.09 0.03 0.02
C -1.6500 1.1580 -0.7657 -0.04 0.00 0.03
S -1.8246 0.0489 0.5636 -0.06 -0.01 0.01
C -4.0442 1.2441 -1.8333 -0.05 0.01 -0.02
C -4.7544 2.5845 -1.6376 -0.01 0.00 -0.01
C -4.6050 0.2460 -0.8292 0.05 0.02 0.04
C -4.2829 0.7019 -3.2457 -0.01 0.00 0.00
C 0.8527 0.8147 2.0216 -0.02 0.07 0.02
S 1.4228 -0.7066 1.4385 0.01 -0.03 0.04
H 1.9941 -0.8598 5.6277 -0.01 0.00 0.00
H 2.6825 0.5513 4.8170 0.00 0.00 0.00
H 2.2939 -0.9088 3.8905 0.01 0.00 -0.01
H 0.1991 0.4367 6.5894 0.00 -0.01 0.00
H -0.8510 1.4804 5.6410 0.01 0.00 0.00
H 0.8572 1.9150 5.8985 -0.01 0.00 0.00
H -0.4812 -1.4769 5.1912 0.00 0.00 0.00
H -0.2088 -1.4670 3.4412 0.00 0.00 0.00
H -1.4582 -0.4259 4.1517 0.00 0.00 0.00
H -0.1702 2.9947 4.1828 0.00 -0.01 -0.01
H -0.0309 3.8843 1.6071 0.00 -0.01 0.00
H 0.9543 3.2530 -0.4329 -0.01 0.03 0.00
H 3.0679 3.4176 -0.2938 0.00 0.00 0.00
H 5.3847 2.2537 -1.0896 0.00 0.00 -0.01
H 5.2132 0.5482 -3.9031 0.00 0.00 0.00
H 6.7379 -0.2160 -3.4414 0.00 0.00 0.00
H 6.3279 1.3672 -2.7989 0.00 0.00 0.00
H 4.1262 -1.6617 -3.2345 0.01 0.00 0.00
H 4.3752 -2.3011 -1.6011 0.01 0.00 -0.01
H 5.7265 -2.1987 -2.7299 0.01 0.01 0.00
H 6.5799 0.4777 -0.3851 0.00 0.00 0.00
H 7.0161 -1.1081 -1.0158 0.00 0.00 0.00
H 5.6595 -0.9516 0.1089 0.00 0.00 0.00
H 0.1194 3.0256 -2.7249 0.00 -0.01 0.00
H -2.4766 2.7142 -3.4857 0.01 0.00 0.02
H -4.5782 2.9652 -0.6309 0.00 0.00 0.00
H -5.8278 2.4495 -1.7710 0.00 0.00 0.00
H -4.4176 3.3325 -2.3554 0.00 0.00 0.01
H -4.4955 0.5878 0.1973 0.00 -0.01 -0.01
H -4.1378 -0.7316 -0.9171 0.00 -0.01 0.00
H -5.6695 0.1456 -1.0455 0.00 0.00 0.00
H -4.0967 1.4474 -4.0174 0.00 -0.01 0.00
H -5.3221 0.3872 -3.3403 0.01 0.00 0.01
H -3.6277 -0.1498 -3.4325 0.01 -0.02 -0.01
C -4.1217 -4.9270 0.4964 0.02 0.01 0.01
C -3.6638 -4.0613 -0.6137 0.06 0.00 0.04
N -4.3076 -3.8253 -1.7062 -0.05 -0.02 -0.06
N -3.4958 -2.9763 -2.4021 0.02 0.04 0.01
C -2.3613 -2.6681 -1.7677 0.01 -0.02 -0.03
S -1.1221 -1.6870 -2.3623 0.01 0.01 -0.02
N -2.4581 -3.3753 -0.6078 -0.09 -0.04 0.02
N -1.4660 -3.4171 0.3565 -0.02 -0.04 -0.02
H -5.0784 -5.3641 0.2254 0.00 0.00 -0.01
H -4.2446 -4.3509 1.4146 0.00 0.00 0.00
H -3.4066 -5.7279 0.6874 -0.01 0.00 0.00
H -3.7711 -2.6457 -3.3112 0.00 0.01 -0.01
H -1.0276 -4.3301 0.3759 -0.04 -0.01 0.03
H -1.8468 -3.1651 1.2594 0.06 0.04 0.01